H5NOSSi | the ωB97M-V functional and the def2-TZVPD basis

Structure (XYZ):
```
9
Properties=species:S:1:pos:R:3:forces:R:3
N -1.2117 -1.3102 0.1591 3.158 2.286 -1.945
O 0.0550 2.0188 0.3014 -0.462 0.668 -0.027
Si 0.1960 0.6049 -0.4167 -1.309 -4.858 -0.494
S 2.1286 -0.3952 0.0629 -0.485 0.964 -0.245
H -1.5748 -0.9892 1.0237 -0.934 0.336 0.779
H -1.9177 -1.3751 -0.5741 -0.143 0.396 0.439
H 0.5637 2.1008 1.0812 0.680 0.462 1.615
H -0.1240 1.0649 -1.7879 0.163 -0.667 0.000
H 1.8850 -1.7196 0.1503 -0.668 0.414 -0.122
```
Forces are in eV/Å.

Results
E_tot: -22331.637 eV
Energy relative to the best compared isomer or geometry (same formula, charge and spin): 249.6 kJ/mol
Highest occupied orbital energy: -9.1 eV
Kohn-Sham gap: 9.499 eV

---

C58H47CuNOP2S3 | the ωB97M-V functional and the def2-TZVPD basis

Structure (XYZ):
```
113
Properties=species:S:1:pos:R:3:forces:R:3
Cu 0.7595 0.6759 -1.6921 0.342 -0.858 -0.527
O -0.0838 1.9605 2.9420 -0.186 -0.154 -0.155
S -0.7675 0.8686 2.1753 1.303 -0.048 0.058
C -2.3393 0.6988 2.8940 -0.808 -0.057 0.496
C -2.7110 1.6657 3.8211 0.509 -0.073 -0.495
C -3.9067 1.6280 4.5404 -0.522 -0.119 0.238
C -4.7401 0.5564 4.3720 0.204 0.078 0.069
C -6.0578 0.1940 5.0149 -0.018 0.070 0.041
C -6.3470 -1.2483 4.5267 -0.074 -0.040 -0.016
C -5.2811 -1.5247 3.4923 0.057 0.045 0.018
C -5.0701 -2.5953 2.6752 -0.243 -0.128 0.119
C -3.9762 -2.5669 1.7962 0.297 0.246 0.142
C -3.0613 -1.5257 1.7342 -0.066 -0.134 0.147
P -1.8478 -1.4966 0.3252 -0.119 -0.199 -0.177
C -0.7374 -2.9051 0.7192 0.026 0.076 0.106
C -0.7622 -3.6297 1.9071 -0.010 0.076 -0.007
C 0.1373 -4.6681 2.1130 0.038 -0.097 0.083
C 1.0693 -4.9915 1.1400 -0.006 -0.051 -0.063
C 1.1147 -4.2586 -0.0397 -0.052 -0.078 0.044
C 0.2243 -3.2179 -0.2472 0.047 0.049 -0.056
C -2.9712 -2.3194 -0.8922 -0.032 0.106 -0.046
C -4.0293 -1.5342 -1.3487 0.074 -0.069 -0.029
C -4.9423 -2.0290 -2.2618 -0.034 0.027 0.044
C -4.8142 -3.3285 -2.7342 -0.047 -0.034 -0.042
C -3.7703 -4.1194 -2.2820 -0.019 -0.063 -0.029
C -2.8521 -3.6199 -1.3678 -0.005 0.067 0.096
C -3.2087 -0.4276 2.6483 -0.279 -0.094 0.169
C -4.3647 -0.4586 3.4698 0.241 -0.030 -0.268
C 0.8685 3.0979 -0.0025 -0.651 0.091 -0.075
C 0.2725 4.3485 0.3051 -0.029 -0.038 0.008
C 0.9377 5.4305 0.8715 0.304 -0.051 0.071
C 2.2658 5.3043 1.1782 -0.087 0.207 0.020
C 3.2354 6.2727 1.8127 -0.145 0.004 -0.038
C 4.5898 5.5227 1.7836 0.064 0.052 0.035
C 4.2511 4.1321 1.3022 0.023 -0.118 -0.078
C 5.0375 3.0315 1.1492 0.056 0.144 0.021
C 4.4433 1.8673 0.6386 -0.172 -0.019 0.052
C 3.1141 1.7737 0.2627 0.262 -0.178 0.110
P 2.5866 0.1117 -0.3506 0.037 -0.017 -0.407
C 3.8704 -0.2194 -1.6275 0.133 -0.080 0.067
C 4.5499 0.7863 -2.3084 -0.004 -0.099 0.053
C 5.5488 0.4696 -3.2164 0.101 0.039 0.039
C 5.8759 -0.8540 -3.4687 0.019 -0.014 -0.036
C 5.1527 -1.8657 -2.8515 -0.010 -0.041 -0.049
C 4.1502 -1.5474 -1.9496 -0.063 0.109 -0.011
C 3.3262 -1.0278 0.9449 0.022 0.003 0.019
C 4.6849 -1.3496 1.0333 0.047 -0.058 0.128
C 5.1602 -2.2156 2.0047 0.079 -0.003 -0.035
C 4.2870 -2.8092 2.9053 -0.024 -0.014 0.014
C 2.9342 -2.5351 2.8070 -0.050 -0.066 0.163
C 2.4645 -1.6614 1.8359 0.148 0.208 -0.004
C 2.2683 2.9237 0.3704 0.125 0.228 0.120
C 2.8945 4.0714 0.9269 -0.169 -0.040 -0.030
H -2.0034 2.4714 3.9747 -0.046 0.018 0.013
H -4.1500 2.4300 5.2285 0.031 0.006 0.000
H -6.8504 0.8733 4.6880 0.055 0.024 0.020
H -6.0099 0.2577 6.1045 -0.018 0.009 -0.029
H -7.3529 -1.3389 4.1119 0.015 -0.049 0.013
H -6.2701 -1.9617 5.3519 -0.020 -0.005 -0.032
H -5.7372 -3.4509 2.6719 -0.003 0.008 0.006
H -3.8426 -3.4077 1.1278 -0.032 0.046 -0.052
H -1.4840 -3.3792 2.6759 0.002 -0.037 -0.008
H 0.1131 -5.2292 3.0407 -0.024 0.021 0.014
H 1.7625 -5.8092 1.3006 0.025 0.036 0.025
H 1.8507 -4.4972 -0.7985 -0.004 0.035 -0.008
H 0.2530 -2.6303 -1.1630 0.016 0.046 -0.044
H -4.1164 -0.5189 -0.9888 -0.014 0.168 -0.047
H -5.7478 -1.3965 -2.6159 0.018 0.007 -0.002
H -5.5228 -3.7184 -3.4557 0.013 -0.004 -0.005
H -3.6654 -5.1355 -2.6454 0.024 0.014 -0.009
H -2.0423 -4.2526 -1.0292 0.037 0.012 -0.018
H -0.7717 4.4728 0.0602 -0.011 -0.013 0.023
H 0.3993 6.3558 1.0566 -0.029 -0.007 0.009
H 2.9345 6.5051 2.8403 0.070 0.039 0.009
H 3.2827 7.2215 1.2697 0.041 0.016 0.048
H 5.0716 5.5129 2.7640 0.039 -0.025 -0.015
H 5.2875 5.9960 1.0862 0.008 0.012 0.032
H 6.0943 3.0348 1.3955 0.006 0.008 0.042
H 5.0801 1.0046 0.5304 -0.013 -0.024 -0.028
H 4.2917 1.8199 -2.1254 0.036 0.024 0.012
H 6.0798 1.2641 -3.7273 -0.032 0.013 -0.010
H 6.6838 -1.0979 -4.1494 -0.043 0.002 -0.047
H 5.3785 -2.9041 -3.0677 -0.027 -0.004 0.001
H 3.5830 -2.3357 -1.4670 0.047 -0.045 -0.006
H 5.3940 -0.9420 0.3266 -0.027 0.020 -0.041
H 6.2215 -2.4341 2.0525 0.001 0.001 -0.009
H 4.6615 -3.4859 3.6650 -0.025 -0.015 -0.005
H 2.2305 -3.0147 3.4770 -0.003 0.035 -0.003
H 1.4083 -1.4702 1.7655 -0.307 0.076 -0.020
C -0.9643 -1.6263 -5.2337 0.166 0.090 0.098
C -0.2080 -0.6998 -4.2983 0.203 0.041 -0.348
S -0.7732 -0.7201 -2.6396 -0.198 -0.082 0.163
C 0.8237 0.0528 -4.7338 -0.238 -0.103 -0.056
C 1.3252 -0.0333 -6.1579 -0.135 -0.048 0.160
S 1.7408 1.1636 -3.7349 0.083 0.225 0.091
H -1.8148 -2.0493 -4.7014 -0.035 -0.058 -0.059
H -0.3233 -2.4469 -5.5777 -0.081 -0.063 -0.056
H -1.3344 -1.0953 -6.1171 -0.035 -0.058 -0.030
H 0.5636 -0.4090 -6.8452 0.041 -0.005 -0.052
H 2.1906 -0.7049 -6.2002 0.039 0.027 -0.099
H 1.6539 0.9525 -6.4905 0.025 -0.011 -0.067
N 0.1307 2.1342 -0.5882 -0.085 0.551 0.805
C -1.1543 2.4779 -1.0472 0.116 0.161 -0.021
C -1.2926 3.2860 -2.1845 -0.014 0.049 -0.034
C -2.5395 3.6300 -2.6703 0.032 0.015 -0.019
C -3.6920 3.1938 -2.0272 -0.109 -0.017 0.001
C -3.5669 2.3941 -0.9026 -0.099 -0.049 0.006
C -2.3173 2.0285 -0.4224 -0.061 0.206 -0.122
H -0.3952 3.6429 -2.6745 0.042 -0.136 -0.033
H -2.6164 4.2432 -3.5615 0.016 0.007 -0.004
H -4.6721 3.4699 -2.3998 0.004 -0.012 -0.008
H -4.4566 2.0555 -0.3808 -0.013 -0.042 0.005
H -2.2357 1.4092 0.4583 -0.107 0.084 -0.266
```
Forces are in eV/Å.

Results
E_tot: -160171.405 eV
<S²>: 0.77
2S+1: 2
Energy relative to the best compared isomer or geometry (same formula, charge and spin): 47.2 kJ/mol
Highest occupied orbital energy (spin up / spin down): 0.0 / 0.0 eV
Kohn-Sham gap (spin up / spin down): 3.787 / 3.299 eV
Total charge: -2

---

C5H5FFeO4 | the ωB97M-V functional and the def2-TZVPD basis

Structure (XYZ):
```
16
Properties=species:S:1:pos:R:3:forces:R:3
C 0.8908 -1.1652 2.2452 -2.720 -1.358 -0.568
H -2.2268 -0.6583 -0.3152 0.234 0.158 -0.988
H 0.5308 -1.7610 3.0850 0.164 0.058 -0.169
C 1.8852 -0.2765 2.4517 4.161 2.235 0.207
O 2.6439 0.2952 1.5389 -1.729 -1.865 3.119
Fe 2.4417 1.1613 0.0069 0.449 0.908 -1.501
H 2.1838 -0.0605 3.4896 0.016 0.019 -0.345
O -0.9240 1.5114 -2.2128 0.838 0.366 0.220
O -0.3385 -0.1860 -0.9827 1.338 0.288 0.702
O 1.0542 1.5528 -1.1726 1.070 0.624 -0.549
C -2.0734 0.7755 -2.0409 -0.359 -0.199 -0.106
C -1.7061 -0.4477 -1.2868 -1.156 -1.129 -0.081
C 0.0297 0.9715 -1.4802 -2.885 -0.409 -0.505
H -2.9598 1.0484 -2.5999 0.237 -0.055 0.094
H 0.2958 -1.1830 1.3318 0.403 -0.260 -0.008
F -1.7272 -1.5778 -2.0579 -0.062 0.621 0.477
```
Forces are in eV/Å.

Results
E_tot: -50538.323 eV
<S²>: 12.01
2S+1: 7
Energy relative to the best compared isomer or geometry (same formula, charge and spin): 0.0 kJ/mol
Highest occupied orbital energy (spin up / spin down): -16.6 / -20.2 eV
Kohn-Sham gap (spin up / spin down): 8.103 / 8.314 eV
Total charge: +2

---

C5H14N2 | the ωB97M-V functional and the def2-TZVPD basis

Structure (XYZ):
```
21
Properties=species:S:1:pos:R:3:forces:R:3
C -1.8838 1.5943 0.6766 0.926 2.784 4.234
C -0.6667 0.8105 1.3326 -1.290 -1.332 -5.630
N 0.5458 1.1596 0.6666 0.108 -0.510 0.740
C 0.6961 0.6987 -0.7360 0.277 0.283 0.908
C 1.4668 -0.6240 -0.7992 3.088 1.020 0.506
N 0.8265 -1.8783 -0.5055 -0.076 -0.346 1.878
C -0.6789 -1.8488 -0.7239 1.926 -0.797 4.819
H -2.4715 2.1877 1.5314 0.622 -1.831 -1.626
H -1.5484 2.5002 0.1229 0.091 -1.171 -0.276
H -2.4525 0.9022 0.1614 -1.630 -0.791 -1.276
H -0.5828 0.8356 2.3170 0.317 0.959 4.516
H -0.7651 -0.3003 1.1542 -0.419 1.364 0.522
H 0.9031 1.9886 1.1415 0.492 -0.113 -1.672
H -0.2527 0.6509 -1.3481 0.741 0.272 0.925
H 1.3545 1.4038 -1.1871 0.354 0.680 -0.738
H 2.5011 -0.4347 -0.1597 -2.795 -0.669 -0.751
H 1.9927 -0.8338 -1.7015 -0.125 0.854 -1.755
H 1.2556 -1.9977 0.4524 -2.239 -0.911 -0.967
H -1.1528 -2.7879 -0.4416 0.486 -0.416 -0.048
H -0.8928 -1.7158 -1.7122 -0.491 0.983 -2.559
H -1.0961 -1.1521 0.0414 -0.363 -0.310 -1.748
```
Forces are in eV/Å.

Results
E_tot: -8388.950 eV
Structure (SMILES): CCNCCNC
Energy relative to the best compared isomer or geometry (same formula, charge and spin): 354.0 kJ/mol
Highest occupied orbital energy: -8.1 eV
Kohn-Sham gap: 9.148 eV

---

- The highest energy relative to the best compared isomer or geometry (same formula, charge and spin) belongs to which entry?
  C5H14N2

---

- Which of these has the highest energy relative to the best compared isomer or geometry (same formula, charge and spin)?
  C5H14N2

---

- The lowest E_tot belongs to which entry?
  C58H47CuNOP2S3

---

- What is the E_tot in the first record?
  -22331.637 eV